1.
The following is a quantum chemistry calculation of C2H6N2Si in the gas phase at a distorted geometry, from OMol25.

Cartesian coordinates (Å):
Si  -1.339  0.022  -0.359
N  1.353  -0.731  -0.475
N  1.357  0.730  -0.351
C  0.147  -0.837  0.422
C  0.062  0.779  0.594
H  0.150  -1.423  1.357
H  -1.201  0.479  -1.846
H  -2.569  -0.646  0.254
H  2.280  -1.044  -0.067
H  1.166  1.191  -1.245
H  0.321  1.368  1.462

Values from the calculation:
DFT total energy ... -478.63647 Ha
Energy relative to the best compared isomer or geometry (same formula, charge and spin) ... 93.38 kcal/mol
Frontier orbital gap ... 8.924 eV



2.
The following is a quantum chemistry calculation of C2H6N2Si in the gas phase at a distorted geometry, from OMol25.

Cartesian coordinates (Å):
Si  0.343  -0.679  -1.146
N  -0.875  0.172  0.969
N  -1.162  -0.427  -0.287
C  0.331  0.787  1.126
C  1.126  0.449  0.097
H  0.557  1.355  1.965
H  -1.708  0.521  1.408
H  2.147  1.002  0.020
H  -2.115  -0.879  -0.228
H  1.127  -1.942  -1.342
H  0.229  -0.361  -2.582

Values from the calculation:
DFT total energy ... -478.74007 Ha
Energy relative to the best compared isomer or geometry (same formula, charge and spin) ... 28.37 kcal/mol
Frontier orbital gap ... 8.411 eV



> Among the records above, which one has the lowest frontier orbital gap?

number 2



> What is the DFT total energy in the second record?

-478.74007 Ha



> The lowest energy relative to the best compared isomer or geometry (same formula, charge and spin) belongs to which entry?

number 2